# 1
A structure of composition C34H43Cl2O2OsSSe. Source: the OMol25 dataset; level of theory: wB97M-V/def2-TZVPD.

Results
LUMO (alpha / beta) (eV): -2.5 / -5.7
2S+1: 5
HOMO-LUMO gap (alpha / beta) (eV): 8.331 / 4.674
Total charge: +1

CARTESIAN COORDINATES (ANGSTROEM)
H -2.262 -4.763 1.006
H -2.864 5.496 2.551
C 0.122 3.245 -3.300
C -0.123 5.435 2.229
C 5.086 0.186 -0.582
O 0.638 -2.065 -1.085
H 2.034 4.248 -2.994
C 0.303 -5.020 -1.768
C -2.494 4.650 1.970
H -1.164 3.849 -4.935
C -3.929 -3.705 3.091
C 6.143 1.011 -0.265
H 0.651 5.349 -2.965
H -2.718 -1.648 4.405
C 0.263 1.706 -1.167
Cl 6.373 -3.437 0.404
O 0.690 0.629 -1.809
H 0.782 5.753 1.708
H -2.311 3.823 2.659
H -0.503 2.553 2.062
H -0.925 -2.706 -2.756
H 0.132 4.598 2.880
H 1.212 4.683 -4.497
H -4.449 -4.043 3.988
C -1.689 -3.848 0.999
H -0.778 -4.865 3.970
C -0.542 3.957 -0.998
S 3.700 -2.209 -0.704
H 8.110 1.068 0.565
C -2.032 -5.578 -1.191
Cl 3.662 0.895 -1.310
C -1.701 -3.062 2.163
C -1.531 6.290 0.370
H -3.039 -5.231 -0.953
C -0.978 -3.539 -0.138
H -2.093 -6.151 -2.117
H -1.939 2.752 -3.779
C 0.698 2.125 -4.174
C -0.307 -1.484 1.009
H 0.063 1.242 -4.167
C -1.597 -3.537 -2.545
H -0.639 6.665 -0.136
H 8.216 -1.373 0.942
C -0.392 2.679 0.992
H -2.335 -5.292 4.694
H -2.748 -3.056 5.461
C 7.332 -0.928 0.508
C -0.182 -2.343 -0.112
H 6.084 2.076 -0.452
C 0.080 1.631 0.233
H -1.707 4.453 -3.365
C -1.062 -4.412 -1.394
H -4.355 -2.747 2.787
H 1.031 -4.263 -2.034
C 6.261 -1.740 0.169
C 1.059 4.457 -3.440
C -1.851 -4.938 3.784
C -1.217 5.056 1.217
H -1.697 -4.136 -3.451
Se 0.816 0.098 1.173
C -1.260 3.601 -3.876
H -0.785 4.890 -1.486
H -4.115 -4.430 2.298
H -2.303 6.084 -0.373
H -1.050 -1.173 2.974
H -1.205 -2.480 4.839
C 7.273 0.440 0.297
C -1.023 -1.845 2.128
H 0.181 -5.683 -2.626
H -0.464 6.259 2.858
H -2.579 -3.135 -2.291
C -0.050 2.932 -1.803
H 0.763 2.489 -5.201
H -2.015 -5.684 3.007
H 0.701 -5.607 -0.938
C -0.724 3.881 0.378
C -2.429 -3.563 3.397
H -3.272 4.346 1.269
C -2.259 -2.620 4.591
Os 2.025 -0.721 -1.235
H -1.690 -6.253 -0.405
H -1.900 7.085 1.019
C 5.088 -1.190 -0.365
H 1.703 1.840 -3.864

=====

# 2
A structure of composition C34H43CrN5. Source: the OMol25 dataset; level of theory: wB97M-V/def2-TZVPD.

Results
LUMO (alpha / beta) (eV): 4.7 / 4.7
2S+1: 5
HOMO-LUMO gap (alpha / beta) (eV): 3.722 / 5.554
Energy relative to the best compared isomer or geometry (same formula, charge and spin) (kcal/mol): 0.00
Total charge: -2

CARTESIAN COORDINATES (ANGSTROEM)
H -1.283 -0.239 -5.841
C 0.614 5.859 2.698
H -2.993 3.275 -0.938
H -3.675 -0.221 0.278
H 1.893 1.827 4.402
N 0.270 -1.006 1.911
C -0.718 4.157 1.567
N -1.684 -0.434 -0.355
H 3.309 -5.702 2.215
Cr 0.191 0.312 0.355
C -1.961 -0.366 -1.631
H -0.076 -0.929 3.992
C 2.559 -3.134 0.026
H -1.379 2.578 -0.700
C -3.674 -0.771 -3.491
C -3.231 -0.699 -2.186
H -2.974 3.054 2.765
C 2.916 -4.384 0.605
H 3.732 3.112 0.719
H -3.977 -0.978 -1.455
H -1.159 -0.012 2.985
C 0.358 3.183 1.646
H -2.129 1.839 1.798
H 3.386 -5.092 -0.072
C 1.943 -2.012 0.549
C 2.248 -4.051 2.973
C 1.190 -1.997 1.857
C 1.641 4.926 2.821
H 0.715 6.866 3.085
C -0.815 0.163 -2.440
C 2.722 2.704 2.599
C 2.845 -4.754 1.948
H -4.723 -1.050 -3.581
H -1.009 -2.939 1.204
C 2.322 -0.033 -2.430
C -0.556 5.431 2.079
H 3.169 0.258 -3.065
N 0.117 0.699 -1.706
H -1.546 4.288 -1.104
C -1.990 3.463 -0.540
H 3.594 -1.273 -1.220
C -1.636 -2.147 3.101
C -0.718 0.038 -3.865
H 3.461 0.390 -0.701
H -2.272 -3.867 1.981
C -1.659 -0.270 -4.820
H 0.908 -2.654 3.819
C -3.009 -0.596 -4.698
C -0.623 -0.963 3.035
H -2.571 -1.780 3.545
C 3.408 2.251 1.310
H 3.242 0.909 3.706
H -1.250 -2.906 3.784
C 1.431 -2.874 2.895
H 1.790 1.891 -1.614
H -1.391 6.124 1.982
H -2.473 -0.209 1.531
H -3.968 -2.230 1.440
H 2.559 5.213 3.329
H 3.454 3.295 3.165
H 2.314 -4.493 3.964
C -2.746 -0.703 0.602
N 0.255 1.981 1.113
H -3.569 -0.757 -5.612
H 1.805 -0.863 -2.922
H -3.718 2.433 1.275
N 1.885 -0.810 -0.077
H 1.650 0.845 2.945
H 2.854 -3.041 -1.016
C 1.550 3.632 2.344
H 2.712 1.660 0.720
H -3.132 -2.730 -0.026
C 1.360 1.150 -2.295
C 2.872 -0.466 -1.070
H 4.280 1.628 1.531
C -2.771 2.717 1.746
C -1.937 -2.846 1.768
H 0.262 0.262 -4.263
H -2.672 4.721 1.033
C 2.351 1.497 3.466
C -2.060 3.813 0.950
C -3.008 -2.175 0.910
H 1.200 1.651 -3.257

=====

# 3
A cluster of 5 separate species, C34H43F10O14P in total. Source: the OMol25 dataset; level of theory: wB97M-V/def2-TZVPD.

Results
LUMO (eV): 0.1
SMILES: O=COCCCCO[P@@](=O)(OCCCC(F)(F)C(F)(F)F)OC(F)(F)c1cccc(C(F)(F)F)c1.O=C1CCCO1.O=C1CCCO1.O=C1CCCO1.O=C1CCCO1
HOMO-LUMO gap (eV): 9.735
Energy relative to the best compared isomer or geometry (same formula, charge and spin) (kcal/mol): 77.15

CARTESIAN COORDINATES (ANGSTROEM)
C -4.025 -0.071 -0.102
O 0.418 1.818 0.451
O -1.091 -1.121 0.456
C 1.242 -2.032 -1.577
H 1.705 -3.685 -0.234
H 1.622 -1.549 8.037
C -6.622 -1.129 -0.985
H -0.664 -3.255 -3.868
O 1.555 4.557 -1.217
H 2.643 1.734 2.011
H 1.906 2.153 4.632
H -0.446 2.655 4.188
C 6.868 -1.292 -0.077
O -0.357 -3.522 -0.276
H 1.745 -0.251 -0.302
H -3.537 -3.268 -2.555
C 0.844 -1.977 7.402
C 3.770 1.347 -1.156
C -2.412 -3.261 -2.411
H -0.510 0.905 4.472
H 6.981 -2.162 -0.721
F -3.323 2.574 -1.001
H -2.143 -0.599 7.687
H -0.461 -2.156 9.162
C 0.934 -2.861 -0.258
C -1.055 -0.609 7.734
C 1.431 1.614 3.810
F -4.614 -3.104 2.012
H -0.818 7.631 -1.787
O -2.738 -3.166 0.812
H 6.308 -0.505 -0.587
P -1.584 -2.400 -0.111
O 5.166 -2.327 1.293
O 6.767 -1.065 2.264
C -6.193 0.178 -1.496
F -3.116 -1.552 2.447
C 2.190 0.258 -2.447
C -2.281 -2.063 -4.730
C -0.512 -1.978 8.088
F -2.308 0.182 -6.590
H -3.066 0.389 0.230
F -0.684 -3.049 -6.350
C -1.727 -2.160 -6.211
H -1.424 5.234 -3.575
H 8.680 -0.057 -0.216
C -0.814 4.792 -1.562
C 0.639 5.189 -1.654
O 0.762 6.395 -2.270
O -0.514 -0.313 6.438
C -1.459 5.706 -2.589
H 1.755 0.577 3.858
H -6.873 0.736 -2.175
F -4.277 1.914 -2.958
H -6.169 -2.882 0.264
H -7.622 -1.495 -1.320
H 8.682 -0.307 2.499
C 8.208 -0.794 0.434
O -0.498 1.490 2.484
H 2.237 -2.375 -1.992
C -4.891 0.678 -1.031
F -5.482 3.005 -1.458
C 0.606 -1.056 6.230
H -1.853 -1.127 -4.289
H 0.314 -0.060 -1.389
C 1.748 2.185 2.438
C 1.360 -0.482 -1.325
H -3.404 -2.057 -4.777
C 0.519 1.809 1.648
C -1.783 -3.291 -3.844
H 1.782 1.297 -2.574
C -3.661 -2.279 1.401
O 4.862 1.817 -0.983
F -0.164 -0.271 -6.176
H 2.870 1.728 -0.600
C -1.300 -0.738 -6.771
F -2.807 -2.549 -7.017
H -2.073 -4.281 -4.304
O 3.597 0.337 -2.110
C -5.761 -1.894 -0.069
H 1.127 -2.972 7.065
H -0.521 7.430 -3.527
F -1.085 -0.777 -8.134
C -4.463 2.085 -1.587
H -1.175 4.994 -0.552
H -2.154 -4.226 -1.903
C 6.154 -1.653 1.203
H -1.145 -2.753 7.647
H 0.453 -2.228 -2.349
C -4.454 -1.382 0.393
H 7.504 0.792 1.752
H -0.949 3.742 -1.815
O -2.107 -2.064 -1.653
H 2.046 -0.275 -3.431
C 7.849 -0.244 1.799
H 8.896 -1.637 0.543
H -0.724 0.163 8.434
C -0.080 1.682 3.845
C -0.543 6.915 -2.567
H -2.499 5.949 -2.371
H 1.839 3.274 2.458
H 1.123 -2.266 0.679
O 1.308 -0.950 5.263

=====

# 4
A structure of composition C34H43N6O4PV. Source: the OMol25 dataset; level of theory: wB97M-V/def2-TZVPD.

Results
LUMO (alpha / beta) (eV): -8.9 / -8.9
2S+1: 3
HOMO-LUMO gap (alpha / beta) (eV): 7.444 / 7.573
Energy relative to the best compared isomer or geometry (same formula, charge and spin) (kcal/mol): 15.08
Total charge: +3

CARTESIAN COORDINATES (ANGSTROEM)
H -3.236 0.670 -4.224
C -1.691 -0.550 3.877
C 2.686 1.788 -0.888
H -1.045 4.440 3.864
N -1.130 -2.460 -1.859
H 3.737 -0.144 0.726
C 0.153 -2.635 -1.393
C -1.063 -0.076 2.734
H -2.657 0.341 -5.863
H 2.295 -1.299 0.669
O 0.075 2.512 -2.599
C 3.884 1.561 -2.963
O 1.978 0.042 1.723
H -0.304 -2.878 1.226
H 1.608 2.245 0.872
H -1.430 -3.174 -2.503
H 1.420 -0.681 -2.619
C -4.304 -0.366 -0.302
H 3.200 -0.094 -4.169
H 0.351 -4.506 -2.437
H -1.184 2.041 4.480
C 1.922 -2.014 -0.050
H 1.689 0.286 2.611
C -1.327 -2.766 3.084
C 3.615 1.873 1.440
H -4.619 4.336 -2.159
C -3.452 -2.024 -1.778
O -0.827 0.273 -3.018
H -0.725 5.036 1.457
H 1.306 4.067 -4.317
H 2.720 3.519 0.372
H -0.418 3.231 -0.179
C 0.407 4.510 -3.889
H 4.653 1.888 -3.650
C -4.532 -1.364 -1.250
C 2.081 0.131 -2.367
H -5.119 0.167 0.167
C -4.080 3.448 -2.489
H 3.930 -0.017 2.472
H 4.321 3.036 -1.470
H -2.811 0.729 0.728
C 3.381 0.376 1.616
H -2.408 3.881 -1.201
C -3.011 -0.059 0.021
C 2.585 2.439 0.456
C 2.635 -3.142 -0.352
N -0.665 1.682 1.169
H -2.657 -0.950 -4.658
H -5.540 -1.627 -1.544
H 3.603 -3.314 0.095
H -3.561 2.718 -0.525
C -3.066 3.046 -1.440
H -2.344 -2.305 4.926
N 0.708 -1.729 -0.577
C 2.081 -4.052 -1.256
C -0.615 2.987 0.856
C -1.092 0.521 -4.437
N -1.927 -0.683 -0.504
H 0.999 4.185 -1.839
H -1.408 -3.839 3.180
H -4.797 2.645 -2.655
H -0.439 4.294 -4.541
H -2.078 0.137 4.615
H -3.589 -2.824 -2.494
C -1.041 2.329 3.448
C -0.773 4.004 1.776
H -0.360 -0.082 -4.972
C -0.961 3.670 3.109
C 0.830 -3.802 -1.770
C -0.715 -2.217 1.972
C 3.072 0.474 -3.258
H 2.611 -4.957 -1.523
P -0.813 1.391 -1.904
C 0.164 3.954 -2.504
H -0.905 1.571 -4.655
H 3.525 2.410 2.386
H 4.634 2.017 1.076
C -1.839 -1.917 4.052
H -3.584 3.676 -3.432
V -0.016 0.057 -0.016
O -2.309 1.924 -1.955
H -0.754 4.368 -2.085
N -0.598 -0.898 1.773
C -0.919 1.363 2.458
C 3.690 2.205 -1.757
H 0.533 5.590 -3.832
C -2.156 -1.687 -1.364
N 1.855 0.773 -1.202
C -2.501 0.118 -4.808

=====

# 5
A structure of composition C34H44Br2N12OSiSr. Source: the OMol25 dataset; level of theory: wB97M-V/def2-TZVPD.

Results
LUMO (eV): -0.2
HOMO-LUMO gap (eV): 6.036
Energy relative to the best compared isomer or geometry (same formula, charge and spin) (kcal/mol): 37.75

CARTESIAN COORDINATES (ANGSTROEM)
C -3.220 -2.059 -2.381
H -2.099 2.682 -0.366
N -1.279 -1.880 1.466
H 4.925 -0.279 0.436
H -3.822 -4.052 -2.896
H -0.821 1.855 -3.017
C 1.875 0.071 6.362
C 3.717 1.376 0.483
H 2.161 0.613 -1.849
C 1.420 0.848 -2.617
H -3.045 1.530 0.532
Br 1.850 2.707 8.207
C -1.009 0.793 -2.861
C -5.238 1.018 -2.959
H -4.393 4.234 -4.878
C 0.459 3.487 4.398
H 6.880 2.390 0.043
Br -0.110 5.019 3.422
N 0.945 -0.045 3.747
C 6.150 1.590 0.131
H -0.514 -1.538 -3.179
C 3.052 -1.020 0.420
C 1.991 -1.098 -4.128
C -4.636 3.325 -4.344
C -3.857 -3.268 -2.151
C 0.413 2.272 3.691
C -2.134 -2.398 2.343
H -2.701 -1.916 -3.318
C -3.257 -1.029 -1.450
H 2.442 2.801 0.702
C 1.394 -2.406 3.563
N -1.867 -4.946 0.164
H 4.291 3.944 1.388
C -3.941 1.522 -2.876
C -4.569 -3.466 -0.980
H -5.489 0.117 -2.415
H 4.601 -2.383 0.121
H -2.465 -1.899 3.228
C 0.881 3.614 5.707
H 2.236 0.113 7.381
H 5.680 4.056 0.304
H 2.966 0.848 -4.109
H 1.298 -1.414 -4.909
C 1.889 -1.101 5.660
N -1.844 -3.793 0.877
H -7.206 1.222 -3.777
C 1.322 2.500 6.379
H 2.311 -1.575 -2.051
O -0.042 2.196 2.518
H -2.683 3.127 -3.514
H 2.401 -2.654 3.231
H 1.339 0.861 -4.776
C 1.380 1.242 5.754
C -6.209 1.638 -3.725
C 4.704 3.597 0.437
N 0.171 0.216 -2.232
C 0.201 -1.236 -2.401
H 0.861 4.580 6.189
C -3.673 2.698 -3.575
H 0.757 -2.288 2.694
Si -2.589 0.728 -1.760
C 1.402 -1.122 4.337
H -5.152 -2.609 0.894
H -2.635 -5.533 0.474
H 1.030 -3.224 4.183
H 4.053 3.931 -0.378
H 6.138 1.042 -0.818
N -2.512 -3.620 1.986
N -1.100 -2.777 0.544
C 0.925 1.123 4.408
H -1.905 -4.758 -0.832
H 1.506 -2.851 -2.958
H 2.986 -1.443 -4.412
H 1.282 -1.727 0.418
N 1.799 -0.857 0.422
H 6.490 0.928 0.935
C 1.963 0.432 -3.992
H 1.274 1.929 -2.599
N 3.963 0.012 0.356
H 3.068 -3.064 0.397
H -6.665 3.278 -5.033
C 1.568 -1.768 -2.824
H -5.100 -4.395 -0.809
H -1.181 0.368 -3.862
H -3.987 -0.484 0.482
C -2.222 1.616 -0.175
N 2.529 1.800 0.618
H -0.119 -1.709 -1.469
C -3.946 -1.264 -0.264
H 2.262 -2.008 6.111
N 3.669 -2.260 0.483
N 4.853 2.154 0.433
C -5.911 2.793 -4.429
C -4.602 -2.460 -0.027
Sr 0.029 0.838 0.915